[1]
{
  "formula": "C3H10N4",
  "method": "ωB97M-V/def2-TZVPD",
  "symbols": ["N", "N", "N", "N", "C", "C", "C", "H", "H", "H", "H", "H", "H", "H", "H", "H", "H"],
  "xyz": [[0.92447, -1.75190, 0.79390], [-0.76260, -1.02962, 1.82182], [-0.24283, -1.05389, 0.36957], [0.38137, -1.94335, 2.19160], [0.41017, -0.09511, -1.73096], [0.17372, 0.19909, -0.20786], [-0.85035, 1.28620, 0.10105], [-0.79289, 1.65952, 1.10033], [0.75433, 0.70838, -2.27298], [1.61769, -1.07511, 0.90463], [-0.69875, 2.19058, -0.43650], [1.19878, 0.50914, 0.15010], [-1.69111, -1.49437, 1.93142], [0.91171, -1.64006, 3.01015], [-1.92732, 1.08485, -0.10785], [1.06473, -0.94541, -1.97610], [-0.54234, -0.33889, -2.16768]],
  "atomic_forces_ev_per_a": [[-0.330, -2.539, 1.861], [1.351, 0.812, -0.362], [-1.409, -0.749, 1.961], [-2.197, -0.758, -1.781], [-1.235, -1.693, 1.311], [0.461, 0.811, -1.133], [-0.907, 0.146, -0.455], [0.078, -0.401, 0.988], [0.996, 2.190, -0.870], [1.687, 1.496, 0.094], [0.630, 0.654, -1.063], [-0.916, 0.024, 0.336], [1.336, -0.129, -0.706], [0.264, 0.795, -0.816], [0.849, -0.618, 0.128], [-0.080, 0.195, 0.677], [-0.578, -0.234, -0.170]],
  "orbital_gap_ev": 8.95,
  "e_homo_ev": -7.79,
  "lumo_ev": 1.2,
  "smiles": "CC(C)N1NNN1",
  "total_charge": 0
}



[2]
{
  "formula": "C3H10N4",
  "method": "ωB97M-V/def2-TZVPD",
  "symbols": ["N", "N", "N", "N", "C", "C", "C", "H", "H", "H", "H", "H", "H", "H", "H", "H", "H"],
  "xyz": [[1.03562, -1.42143, -1.26943], [-0.27444, 0.33718, -0.45818], [1.38414, -0.70931, 0.99767], [0.51835, 1.24986, -1.19068], [0.42119, -0.88196, -0.08710], [-1.36466, 0.80728, 0.23583], [-2.02229, 0.22291, 1.23263], [0.92910, -0.35980, 1.83062], [2.09097, -0.03133, 0.71539], [1.59638, -2.22685, -1.01660], [-0.33853, -1.59223, 0.26157], [1.64250, -0.71665, -1.67605], [-1.69464, 1.77554, -0.12412], [0.05444, 1.47522, -2.06998], [-2.89258, 0.69168, 1.64860], [0.66668, 2.11523, -0.67015], [-1.75222, -0.73538, 1.63997]],
  "atomic_forces_ev_per_a": [[0.077, -0.109, -0.155], [0.015, 0.141, -0.492], [0.179, -0.027, -0.128], [-0.250, 0.190, 0.075], [-0.039, -0.044, 0.279], [0.197, 0.206, -0.143], [-0.039, -0.212, 0.195], [-0.073, 0.074, 0.112], [-0.125, -0.115, 0.059], [-0.010, 0.086, -0.002], [0.104, 0.225, -0.062], [-0.005, -0.070, 0.016], [-0.015, 0.022, -0.015], [0.132, -0.083, 0.242], [-0.188, 0.176, 0.032], [-0.054, -0.279, -0.081], [0.094, -0.179, 0.064]],
  "orbital_gap_ev": 8.96,
  "e_homo_ev": -8.02,
  "lumo_ev": 0.9,
  "smiles": "C=CN(N)C(N)N",
  "total_charge": 0
}



[3]
{
  "formula": "C3H10N4",
  "method": "ωB97M-V/def2-TZVPD",
  "symbols": ["N", "N", "N", "N", "C", "C", "C", "H", "H", "H", "H", "H", "H", "H", "H", "H", "H"],
  "xyz": [[1.26259, 1.28774, -0.04709], [1.38831, -0.02008, -0.10055], [-1.84413, 0.29007, -0.16505], [-0.91377, -0.83053, -0.06781], [2.71665, -0.52554, 0.09709], [0.36656, -0.89933, -0.15221], [-3.17468, 0.02260, 0.13414], [-3.84461, 0.67520, -0.43444], [3.45079, 0.12642, -0.38428], [2.06797, 1.84639, 0.22725], [-3.40402, -1.04172, -0.00177], [-3.40126, 0.19684, 1.20383], [2.82409, -1.53840, -0.29575], [0.67787, -1.94536, -0.18067], [0.43367, 1.77988, -0.35538], [-1.58034, 1.14654, -0.64175], [2.97432, -0.57071, 1.16444]],
  "atomic_forces_ev_per_a": [[-0.186, -0.131, -0.004], [-0.574, 1.424, 0.073], [4.928, -3.611, 0.051], [-5.018, 3.646, -0.256], [1.969, -0.598, 0.399], [0.492, -0.638, -0.160], [-1.810, -0.509, 0.557], [0.214, -0.087, -0.041], [-0.249, -0.066, -0.116], [0.081, -0.165, -0.084], [0.151, 0.174, -0.183], [0.268, 0.179, -0.017], [-0.234, 0.177, -0.099], [0.252, 0.264, -0.046], [0.045, -0.238, 0.063], [-0.007, 0.094, -0.085], [-0.322, 0.084, -0.053]],
  "orbital_gap_ev": [7.74, 8.08],
  "e_homo_ev": [-19.72, -19.98],
  "lumo_ev": [-12.0, -11.9],
  "total_charge": 2
}



[4]
{
  "formula": "C3H10N4O",
  "method": "ωB97M-V/def2-TZVPD",
  "symbols": ["O", "N", "N", "N", "N", "C", "C", "C", "H", "H", "H", "H", "H", "H", "H", "H", "H", "H"],
  "xyz": [[0.53304, -2.00824, -3.07895], [0.78279, -1.99707, -0.80682], [-0.38563, -0.08171, 1.75698], [-0.42217, 2.34268, 1.57982], [-0.35262, -0.27809, -1.88520], [0.33605, -1.47858, -2.01315], [0.11278, 2.47720, 2.93274], [-0.67156, 1.18817, 1.15553], [1.04337, 3.04070, 2.91666], [0.10642, 0.39783, -1.29851], [1.26051, -2.87219, -0.95532], [-0.51471, 0.12158, -2.79984], [-1.23283, -0.63225, 1.77396], [0.15655, -2.04754, -0.02745], [-0.62704, 3.07808, 3.46771], [0.33212, -0.55721, 1.23398], [0.22118, 1.53180, 3.46335], [-1.27090, 1.05566, 0.24975]],
  "atomic_forces_ev_per_a": [[0.130, -0.237, -0.153], [0.562, -0.378, -0.193], [0.116, 0.521, 0.833], [0.051, -0.337, 0.417], [0.077, 0.073, -0.310], [-0.263, 0.297, 0.123], [-0.272, 0.161, -0.068], [-0.767, -0.487, -0.596], [0.052, -0.050, -0.005], [-0.002, 0.038, 0.336], [0.031, -0.071, 0.002], [-0.124, -0.085, -0.006], [0.050, -0.233, -0.136], [-0.392, 0.215, 0.017], [0.162, 0.091, 0.047], [0.163, -0.114, 0.008], [0.209, -0.015, -0.097], [0.218, 0.611, -0.217]],
  "orbital_gap_ev": 10.34,
  "e_homo_ev": -9.72,
  "lumo_ev": 0.6,
  "smiles": "C/N=C\\N.NC(N)=O",
  "total_charge": 0
}



[5]
{
  "formula": "C3H10N4O2",
  "method": "ωB97M-V/def2-TZVPD",
  "symbols": ["O", "O", "N", "N", "N", "N", "C", "C", "C", "H", "H", "H", "H", "H", "H", "H", "H", "H", "H"],
  "xyz": [[-0.82598, 0.48550, 2.07057], [0.21960, 2.11193, 0.90602], [1.17657, -0.25173, 0.57794], [-1.00560, 0.36900, -0.32851], [0.32849, -1.11853, 0.00347], [0.87599, -1.94944, -0.88552], [2.20674, 0.46780, -0.15762], [-0.12420, 0.93336, 0.96190], [-2.36603, -0.10363, -0.28168], [1.84193, 0.91513, -1.09253], [2.55416, 1.25710, 0.50643], [1.58234, -1.60646, -1.52777], [-2.58267, -0.59029, 0.66822], [-3.05996, 0.72798, -0.44408], [-0.92213, 1.27287, 2.62572], [-0.75864, 0.88935, -1.16730], [0.33227, -2.79088, -1.00883], [3.06708, -0.17161, -0.36004], [-2.53995, -0.84747, -1.06637]],
  "atomic_forces_ev_per_a": [[0.406, -0.446, -0.086], [0.417, -0.623, -0.246], [-2.917, 0.962, -0.128], [1.621, 0.059, 0.351], [2.495, -1.136, 1.318], [-0.729, 1.179, 0.292], [0.164, -0.569, -0.046], [-1.279, 0.227, -1.142], [-0.120, 0.373, 0.006], [-0.010, -0.001, 0.125], [-0.199, 0.093, -0.115], [-0.061, -0.416, 0.003], [0.165, 0.193, 0.034], [-0.207, -0.181, 0.142], [0.191, -0.123, -0.131], [-0.253, 0.223, 0.361], [0.200, 0.274, -0.525], [0.024, -0.140, -0.129], [0.091, 0.053, -0.082]],
  "orbital_gap_ev": 8.50,
  "e_homo_ev": -8.10,
  "lumo_ev": 0.4,
  "total_charge": 0
}



[6]
{
  "formula": "C3H10N6",
  "method": "ωB97M-V/def2-TZVPD",
  "symbols": ["N", "N", "N", "N", "N", "N", "C", "C", "C", "H", "H", "H", "H", "H", "H", "H", "H", "H", "H"],
  "xyz": [[0.98533, -1.49632, 0.71587], [2.88270, -0.05959, -0.80658], [-1.53427, -1.62959, -0.09513], [-0.38009, 1.86936, 0.84855], [1.78087, 0.54071, -0.16368], [-2.36523, 0.51442, -0.61335], [-0.37995, 0.46758, 0.88993], [-1.42483, -0.35484, -0.08880], [0.72605, -0.19718, 0.36234], [2.58590, -0.73873, -1.50838], [-2.41946, -1.96492, -0.47136], [3.44286, -0.54403, -0.11172], [-0.40554, 2.38848, -0.02188], [-2.45071, 1.41493, -0.16478], [-0.83463, 2.30828, 1.63865], [1.46305, -2.06540, 0.03155], [0.12326, -1.95575, 1.01203], [-3.26541, 0.11385, -0.83378], [1.47010, 1.38875, -0.61948]],
  "atomic_forces_ev_per_a": [[-0.289, 0.227, -0.681], [-0.063, -0.186, 0.011], [0.063, -0.278, -0.192], [-0.086, 0.481, 0.140], [-0.734, -0.706, -0.362], [-0.179, 0.060, -0.378], [-1.359, -2.259, -3.107], [-1.455, 1.482, 3.206], [3.009, 0.749, 1.930], [0.015, 0.144, 0.157], [0.206, 0.206, -0.345], [-0.049, 0.150, -0.040], [-0.153, 0.019, 0.204], [0.257, -0.124, 0.022], [0.054, 0.037, -0.488], [0.103, 0.047, -0.113], [0.141, 0.092, -0.085], [0.131, -0.090, -0.105], [0.389, -0.054, 0.225]],
  "orbital_gap_ev": 8.40,
  "e_homo_ev": -7.54,
  "lumo_ev": 0.9,
  "smiles": "[H]/N=C(N)/C(N)=C(\\N)NN",
  "total_charge": 0
}



[7]
{
  "formula": "C3H10NO",
  "method": "ωB97M-V/def2-TZVPD",
  "symbols": ["O", "N", "C", "C", "C", "H", "H", "H", "H", "H", "H", "H", "H", "H", "H"],
  "xyz": [[-3.11432, -0.67188, -1.02042], [-0.78330, 0.60115, -0.09430], [2.80548, -0.02853, 0.79235], [1.35672, -0.15565, 0.83433], [0.68111, 0.40273, -0.18281], [3.41663, -0.90731, 1.11454], [-2.91065, -1.26369, -1.85173], [3.19166, 0.83910, 1.44718], [1.08398, 0.74101, -1.14540], [-0.97506, 0.69110, 0.97003], [0.88855, -0.56136, 1.76405], [-3.97965, -1.04677, -0.76136], [3.10758, 0.09726, -0.30820], [-1.33157, -0.16283, -0.46347], [-1.15369, 1.42915, -0.60534]],
  "atomic_forces_ev_per_a": [[-0.183, -2.243, -2.431], [0.928, -0.105, 0.971], [3.045, 0.354, -0.566], [-0.983, 0.180, 1.054], [-1.241, -0.388, -1.088], [-0.801, 0.398, -0.005], [-0.328, 1.751, 2.159], [-0.507, -1.074, -1.180], [0.070, -0.023, 0.795], [-0.428, 0.110, -0.537], [0.178, 0.324, -1.130], [0.490, 0.417, 0.176], [-0.140, 0.313, 1.634], [-0.298, -0.352, 0.161], [0.199, 0.337, -0.014]],
  "orbital_gap_ev": [3.96, 9.83],
  "s2": 0.752,
  "e_homo_ev": [-3.28, -9.36],
  "lumo_ev": [0.7, 0.5],
  "total_charge": 0,
  "multiplicity": 2
}



[8]
{
  "formula": "C3H10NO",
  "method": "ωB97M-V/def2-TZVPD",
  "symbols": ["O", "N", "C", "C", "C", "H", "H", "H", "H", "H", "H", "H", "H", "H", "H"],
  "xyz": [[-0.70679, 1.31495, 0.66102], [0.50519, -0.06662, -0.70615], [-0.47409, -0.13448, 0.47496], [0.22597, -0.68211, 1.74279], [-0.13138, 0.33953, -1.97307], [-0.45961, -0.45369, 2.63564], [-0.34645, 1.45933, -1.93616], [0.92173, -1.08178, -0.82644], [-1.13759, -0.21597, -2.18230], [1.28197, -0.21726, 1.86410], [0.59822, 0.10529, -2.83475], [1.25695, 0.71717, -0.63634], [-0.72909, 1.47126, 1.63726], [0.58712, -1.83658, 1.91058], [-1.39214, -0.71905, 0.16886]],
  "atomic_forces_ev_per_a": [[-0.167, -2.265, 0.813], [1.177, -1.636, -0.327], [0.903, 1.793, 0.913], [1.793, -1.500, 1.494], [-1.544, 0.270, -2.657], [1.200, -0.256, -1.237], [0.307, -1.625, -0.013], [-0.540, 2.658, 0.301], [1.982, 0.901, 0.593], [-2.001, -0.025, -0.048], [-1.205, 0.477, 1.379], [-1.211, -2.092, 0.978], [-0.059, -0.032, -1.113], [-1.663, 2.473, -1.156], [1.030, 0.858, 0.080]],
  "orbital_gap_ev": 12.46,
  "e_homo_ev": -16.02,
  "lumo_ev": -3.6,
  "smiles": "C[NH2+][C@@H](C)O",
  "total_charge": 1
}



These records have M values of 102.14, 102.14, 102.14, 118.14, 134.14, 130.16, 76.12, 76.12 g mol⁻¹, in the order they appear.
These records have largest force on an atom values of 3.2, 0.5, 6.2, 1.1, 3.1, 4.1, 3.3, 3.2 eV Å⁻¹, in the order they appear.
These records have energy above the lowest of the compared OMol25 structures with the same formula, charge and spin values of 5.490, 1.379, 6.107, 1.140, 5.667, 0.956, 2.311, 1.583 eV, in the order they appear.